A structure of composition CH2I2 in a non-equilibrium geometry. Source: the Open Molecules 2025 dataset; level of theory: ωB97M-V with the def2-TZVPD basis set.

Structure (XYZ):
```
5
CH2I2, DFT ωB97M-V with the def2-TZVPD basis set
C 0.678 -0.284 0.089
I 0.989 -2.355 0.025
I 2.450 0.949 -0.073
H 0.077 -0.160 0.901
H -0.191 0.025 -0.890
```

Results
- molecular weight (u) = 267.83
- frontier orbital gap (eV) = 9.18
- LUMO energy (eV) = -0.332
- HOMO energy (eV) = -9.52
- energy relative to the best compared isomer or geometry (same formula, charge and spin) (kcal per mole) = 20.08